This record from the OMol25 dataset describes a molecular structure, C20H32F6GeN3NiO5 in a non-equilibrium geometry. The level of theory is ωB97M-V with the def2-TZVPD basis set.

Last column: natural (NBO) charge in e.
Positions of all 68 atoms, in Å:
Ni -0.27 -0.34 -0.39  1.607
C -1.25 3.11 1.29  -0.630
C 0.06 2.44 1.68  0.272
C 1.23 2.92 0.84  -0.639
C 0.34 2.64 3.16  -0.632
O -0.13 1.02 1.43  -0.953
Ge 0.64 -0.38 2.20  1.846
O 1.51 -0.76 0.69  -0.974
C 2.87 -1.25 0.54  0.277
C 3.71 -0.71 1.69  -0.637
C 3.39 -0.70 -0.79  -0.633
C 2.83 -2.76 0.54  -0.633
O -0.71 -1.44 1.79  -0.923
C -1.83 -1.72 2.68  0.269
C -3.10 -1.11 2.07  -0.629
C -1.58 -1.08 4.04  -0.647
C -1.94 -3.22 2.79  -0.623
H -1.13 4.19 1.30  0.213
H -2.04 2.83 1.99  0.208
H -1.53 2.78 0.29  0.253
H 1.29 4.01 0.85  0.215
H 1.10 2.59 -0.19  0.258
H 2.17 2.52 1.23  0.194
H 0.42 3.70 3.40  0.233
H 1.29 2.16 3.45  0.203
H -0.47 2.21 3.77  0.211
H 3.69 0.39 1.70  0.218
H 4.74 -1.03 1.60  0.234
H 3.33 -1.08 2.66  0.204
H 3.12 0.36 -0.89  0.228
H 2.94 -1.23 -1.63  0.243
H 4.47 -0.79 -0.82  0.210
H 2.51 -3.15 1.51  0.203
H 3.81 -3.17 0.31  0.219
H 2.12 -3.11 -0.22  0.240
H -2.92 -0.09 1.75  0.227
H -3.89 -1.11 2.83  0.210
H -3.43 -1.68 1.21  0.237
H -1.50 0.01 3.95  0.213
H -0.65 -1.47 4.48  0.210
H -2.39 -1.30 4.73  0.238
H -2.05 -3.66 1.80  0.230
H -2.80 -3.50 3.40  0.216
H -1.04 -3.64 3.25  0.208
N 0.84 -2.74 -3.90  -0.804
C 0.06 -2.24 -2.90  0.694
O 0.59 -1.53 -2.01  -0.777
C -1.34 -2.58 -2.90  -0.576
C -1.95 -1.94 -1.83  0.498
N -2.02 -1.25 -0.91  -0.607
C -1.96 -3.31 -3.95  0.289
N -2.40 -3.88 -4.85  -0.364
H 1.75 -2.33 -4.00  0.403
H 0.40 -3.15 -4.70  0.410
C -0.35 3.43 -2.43  -0.637
C -0.68 1.93 -2.60  0.127
O -0.39 1.25 -1.47  -0.958
C -2.19 1.84 -2.94  0.953
F -2.52 2.61 -4.00  -0.333
F -2.91 2.30 -1.89  -0.333
F -2.63 0.61 -3.19  -0.314
C 0.17 1.42 -3.81  0.952
F -0.27 0.27 -4.34  -0.324
F 1.43 1.22 -3.42  -0.328
F 0.21 2.31 -4.83  -0.333
H -0.90 3.81 -1.57  0.220
H -0.59 4.02 -3.31  0.231
H 0.72 3.52 -2.23  0.219

Output
* electronic energy: -149832.5765 eV
* F_max: 1.9 eV Å⁻¹
* spin multiplicity: 4
* ⟨S²⟩: 3.758
* energy relative to the best compared isomer or geometry (same formula, charge and spin): 130.31 kJ/mol
* Kohn-Sham gap (alpha / beta): 8.17 / 4.66 eV